Arrangement one

C4H4N4 | ωB97M-V with the def2-TZVPD basis set

As for the SMILES: [H]/N=c1/ncccnn1. As for the HOMO-LUMO gap: 9.4 eV. The calculation puts the lowest unoccupied orbital energy at -0.54 eV.

```
! wB97M-V def2-TZVPD RIJCOSX def2/J DEFGRID3
* xyz 0 1
H -1.543 -0.897 -2.015
N -0.592 -1.410 -1.697
C 0.051 -0.452 -1.218
N 1.429 -0.439 -0.792
C 1.386 -0.148 0.419
C 0.223 -0.051 1.317
C -0.860 0.528 0.839
N -0.920 1.373 -0.317
N -0.373 0.836 -1.290
H 2.402 -0.057 0.884
H 0.405 -0.062 2.422
H -1.608 0.780 1.448
*
```

Arrangement two

C4H4N4 | ωB97M-V with the def2-TZVPD basis set

As for the HOMO-LUMO gap: 9.2 eV. The calculation puts the lowest unoccupied orbital energy at -0.55 eV.

```
! wB97M-V def2-TZVPD RIJCOSX def2/J DEFGRID3
* xyz 0 1
C 0.694 0.173 1.480
C -0.734 0.423 0.133
C 0.260 -0.508 -2.070
C 0.446 -0.334 0.056
H 0.670 -0.693 2.139
H 1.555 0.861 1.554
H -1.349 0.290 2.142
H 0.618 -0.755 -3.012
N -0.644 0.893 1.521
N -1.614 0.364 -0.825
N -1.006 0.047 -2.069
N 1.105 -0.762 -1.049
*
```

Among the structures above, stability is smallest for arrangement one.